(1)
This record from OMol25 describes an isolated molecule of C23H31N5O3 in a non-equilibrium geometry. The level of theory is the ωB97M-V functional and the def2-TZVPD basis.

Calculated total energy, eV: -37950.11021
LUMO energy, Eh: 0.023
Frontier orbital gap, eV: 9.122
SMILES string: CCCCNC(=O)Cn1c(=O)c2c(ncn2CCC(C)C)n(Cc2ccccc2)c1=O
Energy above the lowest of the compared OMol25 structures with the same formula, charge and spin, kcal/mol: 6.3

Cartesian coordinates (Å):
C1 5.975 -0.013 -1.141
C2 4.942 0.061 -0.022
C3 4.960 -1.156 0.903
H1 4.208 -1.012 1.680
H2 5.936 -1.240 1.386
C4 4.662 -2.482 0.196
N1 3.409 -2.464 -0.528
C5 2.236 -2.690 0.093
O1 2.135 -3.042 1.248
C6 0.999 -2.522 -0.803
N2 0.023 -1.727 -0.076
C7 -1.182 -2.340 0.257
O2 -1.472 -3.439 -0.163
N3 -2.027 -1.627 1.073
C8 -1.675 -0.385 1.496
C9 -0.479 0.210 1.116
N4 -0.468 1.437 1.736
C10 -1.619 1.510 2.426
N5 -2.373 0.437 2.311
H3 -1.892 2.359 3.020
C11 0.550 2.446 1.603
H4 1.453 1.949 1.241
C12 0.151 3.562 0.632
H5 0.947 4.307 0.666
C13 -0.035 3.083 -0.818
C14 -1.486 2.694 -1.103
H6 -2.136 3.561 -1.000
H7 -1.842 1.919 -0.430
H8 -1.581 2.319 -2.120
C15 0.397 4.177 -1.792
H9 1.449 4.420 -1.659
H10 0.250 3.851 -2.819
H11 -0.190 5.080 -1.634
H12 0.604 2.209 -0.978
H13 -0.767 4.041 0.982
H14 0.745 2.873 2.592
C16 0.465 -0.456 0.280
O3 1.535 -0.029 -0.125
C17 -3.337 -2.172 1.411
C18 -4.367 -1.672 0.432
C19 -4.600 -2.363 -0.750
C20 -5.514 -1.879 -1.670
C21 -6.196 -0.701 -1.418
C22 -5.959 -0.004 -0.244
C23 -5.047 -0.486 0.677
H15 -4.848 0.058 1.589
H16 -6.487 0.918 -0.047
H17 -6.911 -0.324 -2.135
H18 -5.694 -2.422 -2.586
H19 -4.058 -3.276 -0.946
H20 -3.254 -3.259 1.368
H21 -3.571 -1.840 2.424
H22 0.547 -3.498 -0.991
H23 1.245 -2.027 -1.745
H24 3.403 -1.973 -1.408
H25 4.585 -3.273 0.946
H26 5.458 -2.737 -0.507
H27 5.145 0.948 0.584
H28 3.941 0.179 -0.440
H29 6.970 -0.173 -0.731
H30 5.985 0.916 -1.706
H31 5.757 -0.823 -1.834

Results of the Mulliken charge analysis, in e, for atoms 1 through 8: number 1, C, carries -1.33; number 2, C, carries 0.16; number 3, C, carries -0.56; number 4, H, carries 0.28; number 5, H, carries 0.42; number 6, C, carries -1.01; number 7, N, carries -0.11; number 8, C, carries 0.43


(2)
This record from OMol25 describes an isolated molecule of C23H31NO3 in a non-equilibrium geometry. The level of theory is the ωB97M-V functional and the def2-TZVPD basis.

Calculated total energy, eV: -31983.73257
LUMO energy, Eh: 0.024
Frontier orbital gap, eV: 8.828
SMILES string: Cc1ccc(C(C)C)c(OC[C@]2(CCCCn3cccc3)CCC(=O)O2)c1
Energy above the lowest of the compared OMol25 structures with the same formula, charge and spin, kcal/mol: 67.3

Cartesian coordinates (Å):
C1 2.930 -0.543 4.120
C2 2.423 0.351 2.938
C3 3.445 1.124 2.221
C4 3.074 1.954 1.076
C5 1.683 2.030 0.629
C6 1.300 2.899 -0.634
C7 0.474 1.990 -1.666
C8 2.593 3.360 -1.438
C9 0.647 1.289 1.372
O1 -0.694 1.391 0.974
C10 -1.186 0.043 0.694
C11 -2.550 0.103 -0.081
C12 -2.771 -0.989 -1.216
C13 -1.754 -0.860 -2.416
C14 -0.873 -2.153 -2.670
C15 0.625 -1.995 -2.189
N1 0.909 -2.599 -0.877
C16 0.038 -3.254 -0.018
C17 0.749 -3.702 1.154
C18 2.152 -3.250 0.956
C19 2.188 -2.559 -0.309
C20 -3.164 1.489 -0.498
C21 -4.609 1.593 0.164
C22 -4.784 0.195 0.858
O2 -5.748 -0.384 1.255
O3 -3.512 -0.348 0.938
C23 1.045 0.463 2.515
H1 2.835 -0.009 5.095
H2 4.015 -0.760 3.913
H3 2.346 -1.499 4.073
H4 4.510 1.087 2.539
H5 3.907 2.508 0.588
H6 0.676 3.768 -0.311
H7 0.401 0.963 -1.217
H8 1.020 1.862 -2.638
H9 -0.543 2.435 -1.795
H10 2.207 3.948 -2.316
H11 3.268 4.014 -0.836
H12 3.122 2.462 -1.859
H13 -1.386 -0.419 1.698
H14 -0.386 -0.528 0.141
H15 -2.802 -2.001 -0.746
H16 -3.800 -0.776 -1.619
H17 -2.341 -0.664 -3.357
H18 -1.075 0.017 -2.288
H19 -1.369 -3.084 -2.300
H20 -0.812 -2.271 -3.790
H21 1.254 -2.553 -2.943
H22 0.973 -0.927 -2.259
H23 -1.039 -3.408 -0.227
H24 0.254 -4.258 1.971
H25 2.947 -3.451 1.700
H26 3.113 -2.101 -0.707
H27 -2.654 2.438 -0.210
H28 -3.346 1.573 -1.605
H29 -5.454 1.709 -0.561
H30 -4.734 2.393 0.943
H31 0.260 -0.106 3.072

Results of the Mulliken charge analysis, in e, for atoms 1 through 8: number 1, C, carries -1.37; number 2, C, carries 0.65; number 3, C, carries -0.96; number 4, C, carries -0.86; number 5, C, carries 0.85; number 6, C, carries 0.77; number 7, C, carries -0.16; number 8, C, carries -1.64


(3)
This record from OMol25 describes a structure of composition C23H32As2F6NO10S3Ti in a non-equilibrium geometry. The level of theory is the ωB97M-V functional and the def2-TZVPD basis.

Calculated total energy, eV: -239943.63465
LUMO energy, Eh: 0.071
Frontier orbital gap, eV: 7.389
Energy above the lowest of the compared OMol25 structures with the same formula, charge and spin, kcal/mol: 0.0
Charge: -1

Cartesian coordinates (Å):
Ti1 -0.090 0.773 -0.711
C1 -2.214 -2.920 1.566
C2 -0.744 -2.603 1.721
C3 -0.298 -1.815 2.786
C4 -1.273 -1.340 3.838
C5 1.054 -1.475 2.872
C6 1.505 -0.406 3.842
C7 1.975 -2.047 1.991
C8 3.455 -1.841 2.205
C9 1.527 -2.794 0.901
C10 2.510 -3.259 -0.145
C11 0.161 -3.050 0.755
C12 -0.335 -3.801 -0.458
H1 -2.399 -3.997 1.575
H2 -2.595 -2.547 0.608
H3 -2.820 -2.462 2.342
H4 -2.030 -0.668 3.426
H5 -0.768 -0.823 4.650
H6 -1.802 -2.189 4.279
H7 1.588 -0.759 4.875
H8 0.793 0.421 3.836
H9 2.470 0.003 3.551
H10 3.823 -0.947 1.691
H11 4.026 -2.687 1.825
H12 3.690 -1.738 3.264
H13 2.938 -4.238 0.100
H14 3.332 -2.552 -0.252
H15 2.041 -3.325 -1.123
H16 -0.409 -3.128 -1.319
H17 -1.316 -4.241 -0.295
H18 0.344 -4.607 -0.736
F1 5.921 -0.423 -1.160
C13 5.391 0.815 -1.146
F2 5.758 1.443 -2.258
F3 5.953 1.466 -0.099
S1 3.563 0.746 -0.793
O1 1.350 0.146 -0.189
O2 3.243 2.187 -0.857
N1 3.299 0.054 -2.273
S2 1.866 -0.077 -2.826
O3 0.987 1.090 -2.552
O4 1.202 -1.345 -2.710
C14 2.160 0.067 -4.650
F4 2.215 1.342 -5.034
F5 3.307 -0.525 -4.988
F6 1.172 -0.532 -5.312
O5 -3.034 2.290 0.638
As1 -2.946 0.486 0.602
O6 -3.817 0.178 1.952
O7 -1.244 0.429 0.775
C15 -4.078 0.371 -0.995
C16 -5.318 -0.191 -0.734
C17 -6.174 -0.491 -1.790
C18 -5.783 -0.263 -3.098
C19 -4.515 0.238 -3.369
C20 -3.671 0.540 -2.317
S3 -1.952 0.830 -2.623
O8 -1.715 0.885 -4.026
O9 -1.545 2.000 -1.808
O10 -1.405 -0.341 -1.862
H19 -3.594 2.453 1.408
H20 -5.608 -0.364 0.295
H21 -7.144 -0.922 -1.581
H22 -6.450 -0.505 -3.915
H23 -4.162 0.377 -4.381
C21 0.729 4.437 -0.891
As2 0.512 3.110 0.514
C22 2.051 3.480 1.641
C23 -0.801 4.088 1.571
H24 0.901 5.421 -0.454
H25 -0.177 4.446 -1.494
H26 1.571 4.143 -1.516
H27 2.197 4.561 1.649
H28 2.932 2.984 1.250
H29 1.838 3.137 2.653
H30 -0.339 5.019 1.901
H31 -1.109 3.498 2.433
H32 -1.677 4.286 0.960

Results of the Mulliken charge analysis, in e, for atoms 1 through 8: number 1, Ti, carries 1.56; number 2, C, carries -2.37; number 3, C, carries 1.62; number 4, C, carries 0.90; number 5, C, carries -2.35; number 6, C, carries 1.72; number 7, C, carries -2.82; number 8, C, carries 0.86